2 unconnected molecules or ions with the total composition C4H9NO at a distorted geometry, computed with ωB97M-V/def2-TZVPD.

XYZ file:
```
15
Properties=species:S:1:pos:R:3:lowdin_charge:R:1
C 1.3661 0.7576 -0.9101 -0.138
C -0.1700 0.7454 -0.5686 -0.286
C -0.3296 0.5892 0.9407 -0.219
N -0.4157 -0.8800 1.1013 0.039
C -0.9013 -1.6668 0.1291 -0.303
O -1.7221 -1.3897 -0.7658 -0.003
H 1.5547 0.7692 -1.9882 0.053
H 1.8833 1.6601 -0.5103 0.066
H 1.9425 -0.0891 -0.4987 0.057
H -1.3114 -0.1515 -0.9609 0.170
H -0.5762 1.6863 -0.9150 0.064
H -1.2462 1.0664 1.2992 0.108
H 0.4941 0.9399 1.5986 0.119
H -0.0384 -1.3543 1.9121 0.140
H -0.5298 -2.6826 0.1364 0.134
```

Values from the calculation:
- Largest force on an atom: 3.8 eV Å⁻¹
- Frontier orbital gap: 8.7 eV
- Net charge: 0

***

C7H6F3N3S in the gas phase at a distorted geometry, computed with ωB97M-V/def2-TZVPD.

XYZ file:
```
20
Properties=species:S:1:pos:R:3:lowdin_charge:R:1
C -3.8988 -0.1701 0.0276 -0.095
N -2.7258 0.6743 0.1768 -0.050
C -1.4474 0.1540 0.1445 -0.291
N -1.1396 -1.1925 0.4040 0.104
C 0.2238 -1.3473 0.2804 -0.152
N 0.7997 -0.2022 0.0261 -0.076
C 2.0911 0.2371 -0.1153 -0.144
C 3.4223 -0.5435 -0.0915 -0.545
F 4.4505 0.1818 0.3539 0.146
F 3.3835 -1.6727 0.6655 0.131
F 3.8507 -0.8669 -1.3156 0.147
C 2.1397 1.5928 -0.2920 -0.316
S 0.5893 2.3290 -0.3156 1.039
C -0.1601 0.7796 0.0237 -0.428
H -3.8111 -0.7314 -0.8897 0.070
H -3.8207 -0.9136 0.9652 0.124
H -4.7183 0.5080 0.2091 0.072
H -2.8471 1.4830 -0.2860 0.067
H 0.6301 -2.4160 0.3431 0.155
H 2.9882 2.1165 -0.3143 0.042
```

Values from the calculation:
- Largest force on an atom: 5.2 eV Å⁻¹
- Frontier orbital gap: 7.9 eV
- SMILES: CNc1ncn2c(C(F)(F)F)csc12
- Net charge: 0

***

A molecular structure, C6H11N at a distorted geometry, computed with ωB97M-V/def2-TZVPD.

XYZ file:
```
18
Properties=species:S:1:pos:R:3:lowdin_charge:R:1
C -1.4075 -1.4526 0.7264 -0.069
C -0.8362 -0.5766 -0.3769 -0.278
C 0.7217 -0.5464 -0.6826 -0.222
C 1.4369 -0.0182 0.6460 -0.125
C 0.3609 1.0670 0.9935 -0.166
C -0.5622 0.9399 -0.1982 -0.284
H -2.4854 -1.1675 0.9318 0.100
H -1.3766 -2.4765 0.3837 0.067
H -0.7842 -1.3871 1.5974 0.053
H -1.4413 -0.7828 -1.3017 0.143
H 1.2442 -1.2924 -1.2541 0.120
H 1.6217 -0.7511 1.4437 0.098
H 2.3851 0.4981 0.4961 0.095
H -0.1337 0.7776 1.9693 0.117
H 0.8071 2.1017 0.9880 0.120
H -1.2523 1.7883 -0.3665 0.141
H 0.0137 0.6949 -2.2359 0.087
N 0.4458 0.7883 -1.3288 0.001
```

Values from the calculation:
- Largest force on an atom: 1.7 eV Å⁻¹
- Frontier orbital gap: 9.7 eV
- Net charge: 0

***

A gas-phase ion, C2H3O3S2 (charge -1) at a distorted geometry, computed with ωB97M-V/def2-TZVPD.

XYZ file:
```
10
Properties=species:S:1:pos:R:3:lowdin_charge:R:1
O -1.8223 0.3195 -1.4092 -0.004
C -1.7226 0.7209 -0.2821 -0.721
O -2.3310 1.2235 0.6006 0.022
C -0.0428 0.2218 0.2801 -0.830
O 0.7461 0.5124 -0.8132 -0.188
S 0.0646 -1.3750 0.7793 0.476
S 2.1326 -1.6969 1.1833 0.215
H 0.1531 1.0316 1.1033 0.123
H 0.3731 -0.0622 -1.5586 0.112
H 2.4494 -0.8957 0.1166 -0.205
```

Values from the calculation:
- Largest force on an atom: 4.5 eV Å⁻¹
- Frontier orbital gap: 7.0 eV
- SMILES: O=C([O-])[C@H](O)SS
- Net charge: -1

***

C4H9N3O2 in the gas phase, computed with ωB97M-V/def2-TZVPD.

XYZ file:
```
18
Properties=species:S:1:pos:R:3:lowdin_charge:R:1
H 1.2218 -2.1835 1.4310 0.077
N 0.3668 -1.6745 1.1959 0.203
C 0.5968 -0.5991 0.5820 -0.260
C 2.0312 -0.2119 0.2591 -0.485
N 2.2410 0.9059 -0.4668 0.183
O 2.9393 -0.9167 0.6500 0.059
C -0.5534 0.2545 0.1185 -0.366
C -0.8873 -0.1297 -1.3346 -0.038
N -1.6637 0.0603 1.0371 -0.070
O -2.8297 0.7382 0.5653 -0.078
H 1.4995 1.4928 -0.8019 0.090
H 3.1921 1.1599 -0.6807 0.119
H -0.2984 1.3213 0.1729 0.136
H -1.1352 -1.1881 -1.3788 0.088
H -0.0476 0.0611 -1.9982 0.071
H -1.7484 0.4453 -1.6669 0.073
H -1.8945 -0.9315 1.0712 0.107
H -3.0302 1.3958 1.2448 0.092
```

Values from the calculation:
- Largest force on an atom: 0.6 eV Å⁻¹
- Frontier orbital gap: 10.0 eV
- SMILES: [H]/N=C(\C(N)=O)[C@@H](C)NO
- Net charge: 0

***

C4H7NO in the gas phase, computed with ωB97M-V/def2-TZVPD.

XYZ file:
```
13
Properties=species:S:1:pos:R:3:lowdin_charge:R:1
C 0.9748 1.2505 1.4631 -0.072
C 0.1323 0.5181 0.4419 -0.285
O 0.7983 -0.6893 0.1128 -0.110
C 0.1176 -1.4969 -0.7539 -0.162
C -1.0414 -1.2331 -1.3189 -0.177
N -2.1700 -1.0583 -1.7972 0.128
H 1.9654 1.4711 1.0549 0.079
H 0.4947 2.1924 1.7465 0.078
H 1.0980 0.6371 2.3604 0.080
H -0.0058 1.1206 -0.4701 0.125
H -0.8666 0.2870 0.8410 0.126
H 0.6359 -2.4209 -0.9800 0.121
H -2.1329 -0.5784 -2.7006 0.068
```

Values from the calculation:
- Largest force on an atom: 0.6 eV Å⁻¹
- Frontier orbital gap: 9.2 eV
- SMILES: CCOC=C=N
- Net charge: 0

***

So what do the calculations give for relative energy (zero: lowest compared OMol25 entry of this formula, charge and spin)? Going down the list: 3.2985; 0.0000; 1.6501; 1.2172; 2.0084; 2.6648 eV.